No. 1
Entry from the Open Molecules 2025 dataset: a structure of composition C34H47BN10OPbS6 (ωB97M-V/def2-TZVPD).

## Properties
* molar mass: 1022.233 g/mol
* DFT total energy: -4553.3396 a.u.
* Kohn-Sham gap (spin up / spin down): 6.0 / 6.8 eV
* HOMO energy (spin up / spin down): -7.32 / -7.39 eV
* energy relative to the best compared isomer or geometry (same formula, charge and spin): 73.3 kcal per mole

```
! wB97M-V def2-TZVPD RIJCOSX def2/J DEFGRID3
* xyz 0 1
Pb 2.2409 -1.0280 -1.5454
C -1.4365 -4.8717 -1.5861
C -1.6534 -3.4229 -1.2955
C -2.8642 -2.8373 -1.4359
C -3.0069 -1.4638 -1.1519
N -1.9955 -0.7261 -0.7835
N -0.7720 -1.2817 -0.6741
B 0.3646 -0.2891 -0.2781
N 0.7533 -0.5496 1.2087
N -0.3358 -0.9562 1.9041
C -0.2240 -1.2746 3.1599
C 1.0172 -1.1583 3.8313
C 2.1114 -0.7406 3.1542
C 3.4500 -0.6230 3.8053
C 1.9838 -0.4308 1.7522
S 3.3942 -0.0057 0.8426
C -1.4932 -1.8014 3.8218
C -1.9665 -3.0314 3.0352
C -2.5730 -0.7204 3.7686
C -1.2505 -2.1910 5.2791
N 0.1934 1.2599 -0.5380
N -0.8129 1.7573 0.2383
C -1.0021 3.0414 0.3154
C -0.2322 3.9516 -0.4466
C 0.7619 3.4927 -1.2326
C 1.6088 4.4296 -2.0325
C 1.0300 2.0744 -1.2461
S 2.4492 1.6273 -2.1353
C -2.0461 3.5529 1.3097
C -1.7489 2.9206 2.6725
C -2.0123 5.0764 1.4536
C -3.4419 3.1579 0.8348
C -0.5466 -2.6070 -0.8845
S 0.9971 -3.3846 -0.7920
C -4.3617 -0.7696 -1.2371
C -4.7902 -0.4298 0.1930
C -5.4415 -1.6681 -1.8430
C -4.2159 0.4785 -2.1138
H -2.3728 -5.3332 -1.8999
H -1.0537 -5.3907 -0.7078
H -0.6903 -4.9925 -2.3719
H -3.7134 -3.4232 -1.7547
H 1.0998 -1.4190 4.8768
H 3.3838 -0.9002 4.8570
H 3.8294 0.3958 3.7235
H 4.1716 -1.2681 3.3041
H -2.1654 -2.7638 1.9965
H -2.8835 -3.4245 3.4786
H -1.2134 -3.8218 3.0448
H -2.7772 -0.4456 2.7377
H -2.2602 0.1743 4.3102
H -3.4937 -1.0913 4.2238
H -0.5039 -2.9821 5.3725
H -2.1818 -2.5630 5.7072
H -0.9272 -1.3384 5.8799
H -0.4176 5.0127 -0.3852
H 1.2646 5.4533 -1.8866
H 1.5628 4.1815 -3.0927
H 2.6542 4.3544 -1.7351
H -0.7546 3.2025 3.0262
H -1.7890 1.8357 2.6006
H -2.4830 3.2541 3.4089
H -1.0454 5.4397 1.8081
H -2.7644 5.3681 2.1872
H -2.2521 5.5850 0.5186
H -3.5153 2.0829 0.7341
H -3.6670 3.6041 -0.1362
H -4.1920 3.4985 1.5515
H -4.9429 -1.3490 0.7656
H -5.7258 0.1330 0.1940
H -4.0228 0.1416 0.7033
H -5.6107 -2.5676 -1.2487
H -5.1992 -1.9683 -2.8645
H -6.3798 -1.1132 -1.8734
H -3.4359 1.1336 -1.7331
H -5.1584 1.0290 -2.1494
H -3.9439 0.1943 -3.1319
S 0.2949 -0.6158 -3.6216
C 0.6504 -1.1453 -5.2315
C 0.1357 -0.4564 -6.3676
N -0.2946 0.1206 -7.2642
C 1.4417 -2.2423 -5.2691
S 1.9099 -2.7861 -3.6884
C 1.8571 -2.9205 -6.4504
N 2.2031 -3.4820 -7.3920
C 6.9776 2.2371 -1.5863
N 6.1846 1.2873 -2.3524
C 5.7599 0.0643 -2.0252
S 4.6835 -0.7365 -3.1268
N 6.0770 -0.5696 -0.9101
C 7.0044 -0.2176 0.1525
H 7.0530 3.1419 -2.1835
H 7.9862 1.8758 -1.3932
H 6.4937 2.4952 -0.6452
H 5.8185 1.6041 -3.2345
H 5.5284 -1.4263 -0.8093
H 6.7287 0.7120 0.6466
H 8.0318 -0.1545 -0.2056
H 6.9513 -1.0137 0.8900
O 3.9608 -2.2482 -1.3001
*
```


No. 2
Entry from the Open Molecules 2025 dataset: a structure of composition C34H47BrN2NdO5 (ωB97M-V/def2-TZVPD).

## Properties
* molar mass: 787.903 g/mol
* DFT total energy: -4945.0503 a.u.
* Kohn-Sham gap (spin up / spin down): 6.6 / 6.6 eV
* HOMO energy (spin up / spin down): -4.59 / -4.60 eV

```
! wB97M-V def2-TZVPD RIJCOSX def2/J DEFGRID3
* xyz -1 4
Nd 0.0245 -0.3920 -0.9569
O 0.7704 -0.0998 -4.1793
C -0.0547 0.4741 -3.4758
O 0.2138 1.1753 -2.4521
C -1.5566 0.4446 -3.9125
C -2.4229 1.2305 -2.9213
C -3.8320 1.4508 -3.5031
C -4.4513 0.0595 -3.3043
C -3.2530 -0.7103 -2.7137
O -2.6404 0.2770 -1.8854
C -2.1966 -0.9592 -3.8138
C -1.2398 -2.1251 -3.3815
O -1.3971 -3.2021 -3.9396
O -0.4281 -1.8747 -2.4462
H -1.5994 0.8341 -4.9321
H -1.9465 2.1250 -2.5175
H -3.7948 1.7504 -4.5486
H -4.3658 2.2148 -2.9351
H -4.8180 -0.3860 -4.2252
H -5.2663 0.0889 -2.5816
H -3.5241 -1.5907 -2.1302
H -2.6652 -1.2741 -4.7502
C 2.6612 0.5397 0.0315
C 2.1753 0.4681 1.3594
C 1.7708 -0.8882 1.5815
C 2.0410 -1.6041 0.3854
C 2.6272 -0.7359 -0.5782
C 3.5747 -1.2047 -1.6701
C 3.0447 -2.4512 -2.3852
C 4.9045 -1.5368 -0.9634
C 3.8164 -0.1198 -2.7215
C 1.2442 -1.6588 2.7917
C 2.3821 -1.9977 3.7694
C 0.6518 -3.0119 2.3582
C 0.1060 -0.9222 3.5030
C 2.3259 1.6736 2.2939
C 3.2002 2.7573 1.6359
C 3.0529 1.3066 3.6001
C 0.9850 2.3429 2.6439
H 3.1401 1.3923 -0.4207
H 2.0493 -2.6822 0.2957
H 2.9922 -3.3057 -1.7138
H 3.7078 -2.7123 -3.2098
H 2.0504 -2.2590 -2.7929
H 4.7487 -2.3126 -0.2166
H 5.2804 -0.6527 -0.4519
H 5.6572 -1.8785 -1.6730
H 2.8724 0.1586 -3.1892
H 4.4856 -0.5012 -3.4932
H 4.2764 0.7622 -2.2804
H 3.1859 -2.4909 3.2282
H 2.0247 -2.6708 4.5479
H 2.7897 -1.1182 4.2480
H 1.4274 -3.6969 2.0277
H -0.0751 -2.8769 1.5595
H 0.1502 -3.4733 3.2088
H 0.4537 -0.0313 4.0134
H -0.3595 -1.5723 4.2440
H -0.6469 -0.6525 2.7613
H 4.1942 2.3674 1.4262
H 3.2992 3.6094 2.3113
H 2.7535 3.1158 0.7126
H 3.8605 0.6076 3.3993
H 2.3695 0.8709 4.3216
H 3.4850 2.1988 4.0574
H 0.6967 3.0200 1.8459
H 1.0745 2.9150 3.5675
H 0.1991 1.6074 2.7594
Br -6.2383 -3.2983 1.1196
C -4.4870 -2.5437 0.8213
C -3.5291 -3.2925 0.1746
C -2.2762 -2.7337 -0.0478
C -1.9079 -1.4185 0.3260
C -2.9509 -0.7340 0.9877
C -4.2094 -1.2627 1.2438
H -3.7481 -4.2980 -0.1568
H -1.5585 -3.3650 -0.5708
H -2.7733 0.2879 1.3247
H -4.9640 -0.6778 1.7532
C -3.3005 3.5294 1.5188
N -2.0336 3.7032 0.8462
C -1.4220 5.0079 0.9361
C -1.3590 2.6583 0.4625
N -0.8070 1.7120 0.1020
H -3.1961 3.6802 2.5993
H -3.6767 2.5260 1.3305
H -4.0149 4.2584 1.1296
H -1.2090 5.2721 1.9786
H -2.1095 5.7531 0.5269
H -0.4950 5.0273 0.3661
*
```


No. 3
Entry from the Open Molecules 2025 dataset: a cluster of 7 separate species, C34H47F3O8 in total (ωB97M-V/def2-TZVPD).

## Properties
* molar mass: 640.736 g/mol
* DFT total energy: -2225.2713 a.u.
* Kohn-Sham gap: 9.7 eV
* HOMO energy: -9.11 eV
* energy relative to the best compared isomer or geometry (same formula, charge and spin): 0.0 kcal per mole

```
! wB97M-V def2-TZVPD RIJCOSX def2/J DEFGRID3
* xyz 0 1
C -2.2066 3.9728 0.5364
C -3.7138 3.8536 0.4474
O -4.1595 2.6719 -0.2960
C -4.5769 1.6727 0.5307
C -4.9142 0.4174 -0.2354
O -4.7464 1.7989 1.7198
H -1.7271 3.0877 0.9552
H -1.8134 4.8092 1.1128
H -1.6817 4.0948 -0.4024
H -4.2606 3.8555 1.3760
H -4.0335 4.6670 -0.1787
H -4.1424 -0.1080 -0.7178
H -5.6248 0.6616 -1.0219
H -5.3889 -0.2219 0.4904
C 0.8131 3.0334 -3.7604
C 2.1426 2.4040 -4.1351
O 2.6296 1.5712 -3.0458
C 3.7168 0.8564 -3.3679
C 4.3560 0.2244 -2.1636
O 4.0776 0.8024 -4.5320
H 0.4224 3.4249 -4.6924
H 0.9071 3.7599 -2.9542
H 0.1396 2.2141 -3.5113
H 2.1200 1.8047 -5.0870
H 2.9277 3.1325 -4.3188
H 3.8587 -0.7345 -1.9776
H 4.3635 0.8274 -1.2414
H 5.3374 0.0017 -2.4686
C -0.0582 -4.9317 -1.2770
C 0.6352 -3.6812 -0.9647
O 0.7837 -3.5774 0.4825
C 1.4666 -2.4672 0.9287
C 1.4456 -2.4547 2.4457
O 1.9601 -1.6361 0.1897
H -1.1251 -4.9802 -0.9787
H 0.5133 -5.6565 -0.6268
H 0.0532 -5.2760 -2.3220
H 1.6634 -3.6827 -1.3781
H 0.0703 -2.8367 -1.3949
H 0.6171 -1.8170 2.8076
H 2.4108 -2.0686 2.8120
H 1.1420 -3.4677 2.7710
C 5.5926 0.5028 4.6647
C 5.7819 0.7273 3.1763
O 5.4478 -0.4974 2.5063
C 5.3410 -0.2958 1.1743
C 5.2073 -1.6411 0.4234
O 5.4452 0.8061 0.6830
H 5.9003 1.3245 5.2605
H 6.2776 -0.2865 5.0249
H 4.5429 0.2630 4.8163
H 5.1759 1.5601 2.7460
H 6.8190 1.0220 2.9032
H 4.1892 -1.7298 0.1640
H 5.5578 -2.5415 0.9783
H 5.7577 -1.3756 -0.4958
F -4.9902 -1.8175 -3.9266
C -4.0112 -0.9937 -3.4566
C -3.0141 -1.5831 -2.7116
C -2.0835 -0.7709 -2.0957
C -2.1206 0.6096 -2.1896
C -3.1645 1.1651 -3.0063
C -4.1015 0.3786 -3.6326
H -3.0755 -2.6556 -2.6684
H -1.3749 -1.1709 -1.3861
H -1.3705 1.2042 -1.6274
H -3.1764 2.2426 -3.1141
H -4.9492 0.8757 -4.1254
F -4.6147 -4.6020 0.2080
C -4.4725 -3.4907 0.9548
C -3.2057 -2.9073 0.9513
C -3.0275 -1.7727 1.7025
C -4.0789 -1.2184 2.4331
C -5.3269 -1.8130 2.4208
C -5.5252 -3.0417 1.7440
H -2.3687 -3.3892 0.4309
H -2.0254 -1.3961 1.8160
H -3.9872 -0.3556 3.0624
H -6.1596 -1.4394 2.9822
H -6.4542 -3.5563 1.7022
F -0.4090 0.0359 0.7715
C 0.4783 0.9834 1.2048
C 0.1598 1.6317 2.3335
C 0.9968 2.6521 2.7567
C 2.1455 2.9929 2.0602
C 2.4425 2.3330 0.8209
C 1.5975 1.2906 0.4008
H -0.7198 1.4115 2.8585
H 0.7055 3.1678 3.6432
H 2.7961 3.7571 2.5080
H 3.2470 2.5347 0.1571
H 1.8019 0.8478 -0.5636
*
```


Which of these has the highest DFT total energy? C34H47F3O8